Molecular formula: C9H18F2N3
Method: DFT, wB97M-V/def2-TZVPD

Properties
**Net charge**: +1
**E_LUMO**: -3.712 eV
**2S+1**: 1
**Frontier orbital gap**: 10.252 eV
**Energy above the lowest of the compared OMol25 structures with the same formula, charge and spin**: 96.47 kJ/mol
**Calculated total energy**: -717.37303 Eh

Structure (XYZ):
```
32
Properties=species:S:1:pos:R:3:forces:R:3
C -1.2351 0.5423 -0.7058 -1.5 -1.0 0.2
C -0.5933 0.6381 1.7073 -1.7 1.5 -1.2
C 1.1183 0.5593 -0.0615 -2.2 1.9 2.3
C -1.3895 -0.1330 -3.1372 0.2 0.9 -1.4
C -0.4850 -1.2996 3.3976 1.6 -2.6 -0.4
C 2.7686 -0.2136 -1.7566 -1.6 -0.4 0.8
C -1.5494 -0.6108 -1.7101 -0.8 2.4 0.0
C -0.9842 0.1012 3.0961 0.4 -1.0 -2.2
C 2.4863 0.7091 -0.5387 1.9 -4.6 1.7
N -1.4054 0.0488 0.6071 0.7 1.1 -0.2
N 0.7599 0.3763 1.2379 1.5 -0.7 -3.3
N 0.1266 1.0316 -0.8389 0.1 -0.2 -2.9
F -2.1570 1.6163 -1.0317 1.6 -1.0 0.6
F 1.7541 -0.0065 2.0413 0.5 -0.1 0.9
H -0.5300 1.8212 1.6628 -1.1 -2.1 0.2
H -0.2948 -0.1317 -3.2723 -0.3 0.1 -0.7
H -1.7859 0.9408 -3.4937 0.5 -2.6 1.2
H -1.8053 -0.9467 -3.7720 0.4 0.9 0.0
H -0.8707 -2.1497 2.6454 0.4 2.0 1.8
H -0.7569 -1.5547 4.4588 0.1 0.0 -1.2
H 0.6887 -1.4484 3.3311 -2.5 0.6 0.3
H 2.3130 0.1805 -2.6670 0.3 0.0 -0.1
H 2.2749 -1.2005 -1.5352 0.8 0.7 -0.4
H 3.8314 -0.3167 -1.8417 0.4 -0.2 -0.4
H -0.9414 -1.4556 -1.5166 1.0 -0.7 0.2
H -2.5464 -0.9845 -1.5749 -0.8 0.2 0.5
H -0.6197 0.8453 3.7053 1.1 1.2 2.1
H -2.0540 0.1740 3.2253 -0.4 0.0 -0.4
H 2.6330 1.6943 -0.7518 0.6 2.8 -0.5
H 3.2027 0.3513 0.3007 -1.2 1.0 -1.4
H -2.3072 -0.4043 0.6815 0.2 0.2 1.0
H 0.3537 1.2259 -1.8923 -0.3 -0.4 2.8
```
Positions in Å, forces in eV/Å.